(1)
Computed, not measured: an isolated molecule of C4H12N4 at a distorted geometry, with ωB97M-V with the def2-TZVPD basis set.

Each atom is followed by the atoms it is bonded to, with distances in Å.
Positions of all 20 atoms, in Å:
1 C -2.852 0.367 0.145  N2 1.421, H9 1.077, H10 1.135, H11 1.157
2 N -1.472 0.033 0.204  C1 1.421, N3 1.364, H12 1.079
3 N -1.112 -1.030 -0.570  N2 1.364, C4 1.300
4 C 0.115 -1.444 -0.682  N3 1.300, C5 1.514, H13 1.158
5 C 1.321 -0.785 -0.045  C4 1.514, N6 1.499, C7 1.538, H14 1.095
6 N 1.233 -0.667 1.446  C5 1.499, H15 1.043, H16 1.067
7 C 1.634 0.533 -0.773  C5 1.538, N8 1.445, H17 1.103, H18 1.128
8 N 0.924 1.567 -0.056  C7 1.445, H19 0.994, H20 1.067
9 H -3.443 -0.526 0.257  C1 1.077
10 H -3.176 0.793 -0.856  C1 1.135
11 H -3.147 0.937 1.107  C1 1.157
12 H -0.791 0.857 0.057  N2 1.079
13 H 0.392 -2.235 -1.481  C4 1.158
14 H 2.103 -1.490 -0.344  C5 1.095
15 H 1.631 -1.490 1.949  N6 1.043
16 H 0.198 -0.573 1.689  N6 1.067
17 H 2.731 0.641 -0.824  C7 1.103
18 H 1.333 0.533 -1.860  C7 1.128
19 H 1.120 1.420 0.907  N8 0.994
20 H 1.257 2.558 -0.270  N8 1.067

## Properties
**E**: -10300.847 eV
**SMILES string**: CN/N=C\[C@H](N)CN


(2)
Computed, not measured: a cluster of 3 separate species, C4H12N4 in total at a distorted geometry, with ωB97M-V with the def2-TZVPD basis set.

Each atom is followed by the atoms it is bonded to, with distances in Å.
Positions of all 20 atoms, in Å:
1 C 0.507 -3.202 -0.285  N2 1.440, H7 1.095, H8 1.100, H9 1.099
2 N -0.086 -1.897 -0.417  C1 1.440, N3 1.224
3 N -1.187 -1.730 -0.925  N2 1.224, N4 1.146
4 N -2.054 -1.054 -1.248  N3 1.146
5 H 0.152 -0.220 0.658  N11 1.036
6 H -1.629 0.835 -0.901  C12 1.130
7 H 1.457 -3.073 0.245  C1 1.095
8 H 0.711 -3.652 -1.268  C1 1.100
9 H -0.131 -3.888 0.290  C1 1.099
10 C 0.984 1.403 1.653  N11 1.461, H16 1.084, H17 1.090, H18 1.095
11 N -0.154 0.645 1.138  H5 1.036, C10 1.461, H14 1.017
12 C -0.989 1.741 -0.685  H6 1.130, C13 1.344, H15 1.081
13 C 0.011 2.038 -1.533  C12 1.344, H19 1.078, H20 1.077
14 H -0.759 0.348 1.900  N11 1.017
15 H -1.512 2.545 -0.187  C12 1.081
16 H 1.526 1.811 0.808  C10 1.084
17 H 0.612 2.236 2.251  C10 1.090
18 H 1.664 0.797 2.262  C10 1.095
19 H 0.498 1.273 -2.115  C13 1.078
20 H 0.380 3.044 -1.643  C13 1.077

## Properties
**E**: -10298.568 eV